(1)
A molecular structure, C39H37N3O2Te2W. Source: OMol25; level of theory: ωB97M-V/def2-TZVPD.

Gap between HOMO and LUMO (alpha / beta)   6.48 / 6.47 eV
E_LUMO (alpha / beta)   -7.1 / -7.1 eV
DFT total energy   -66008.0390 eV
Highest occupied orbital energy (alpha / beta)   -13.5 / -13.5 eV
Charge   +2
Energy above the lowest of the compared OMol25 structures with the same formula, charge and spin   15.9 kJ/mol

Positions of all 84 atoms, in Å:
W 0.28 0.22 0.63
C 0.78 -3.01 3.40
C -0.14 -1.84 3.60
C -0.51 -1.44 4.87
C -1.43 -0.41 5.07
C -2.01 0.25 4.00
C -1.69 -0.14 2.70
C -2.46 0.38 1.51
C -0.76 -1.18 2.52
N -0.49 -1.50 1.17
C -0.81 -2.62 0.39
O -1.30 -3.64 0.79
C -0.42 -2.30 -1.01
C -0.53 -3.15 -2.09
C -0.12 -2.69 -3.34
C 0.38 -1.40 -3.46
C 0.46 -0.62 -2.32
N 0.07 -1.06 -1.13
C 0.89 0.80 -2.28
O 1.26 1.42 -3.24
N 0.78 1.34 -0.97
C 0.67 2.80 -0.94
C 1.81 3.59 -0.75
C 3.17 2.98 -0.64
C 1.66 4.97 -0.72
C 0.42 5.55 -0.91
C -0.69 4.76 -1.17
C -0.58 3.37 -1.21
C -1.78 2.57 -1.64
H 1.70 -2.88 3.97
H 1.03 -3.16 2.35
H 0.30 -3.92 3.75
H -0.09 -1.95 5.73
H -1.72 -0.13 6.08
H -2.73 1.04 4.17
H -3.11 1.21 1.79
H -3.06 -0.41 1.07
H -1.84 0.78 0.69
H -0.94 -4.14 -1.94
H -0.19 -3.33 -4.21
H 0.70 -0.98 -4.40
H 3.43 2.46 -1.56
H 3.23 2.26 0.18
H 3.93 3.74 -0.46
H 2.53 5.59 -0.55
H 0.32 6.63 -0.90
H -1.64 5.21 -1.38
H -2.70 3.10 -1.42
H -1.84 1.58 -1.17
H -1.75 2.39 -2.72
C 4.36 -0.19 -0.05
Te 2.71 -0.88 1.12
C 2.91 -2.57 -0.18
C 4.41 -2.67 -0.32
C 5.07 -3.86 -0.53
C 6.46 -3.87 -0.65
C 7.17 -2.69 -0.55
C 6.51 -1.48 -0.34
C 5.13 -1.47 -0.24
H 4.91 0.58 0.50
H 3.96 0.23 -0.97
H 2.42 -2.31 -1.12
H 2.44 -3.46 0.24
H 4.52 -4.79 -0.58
H 6.98 -4.81 -0.80
H 8.25 -2.70 -0.63
H 7.08 -0.56 -0.26
C -0.85 3.58 2.55
Te 0.91 2.44 2.21
C 0.90 2.14 4.31
C 0.22 3.40 4.81
C 0.43 3.87 6.10
C -0.20 5.02 6.54
C -1.04 5.72 5.68
C -1.25 5.27 4.38
C -0.63 4.11 3.95
H -1.70 2.90 2.49
H -0.94 4.35 1.79
H 1.93 2.05 4.66
H 0.36 1.23 4.56
H 1.10 3.33 6.77
H -0.02 5.38 7.54
H -1.52 6.63 6.01
H -1.89 5.82 3.71


(2)
6 unconnected molecules or ions with the total composition C12H19Br3Cl6O4. Source: OMol25; level of theory: ωB97M-V/def2-TZVPD.

Gap between HOMO and LUMO   9.51 eV
E_LUMO   -0.4 eV
DFT total energy   -306202.0633 eV
Highest occupied orbital energy   -10.0 eV
Charge   0
Energy above the lowest of the compared OMol25 structures with the same formula, charge and spin   216.2 kJ/mol

Positions of all 44 atoms, in Å:
Br 26.22 -9.94 1.56
C 26.81 -8.33 0.45
Br 26.56 -8.60 -1.50
Br 28.67 -7.73 0.89
H 26.20 -7.45 0.70
O 23.05 -10.28 -4.81
C 22.30 -11.30 -4.87
C 21.05 -11.57 -4.04
C 20.70 -13.00 -4.57
C 21.41 -13.23 -5.85
O 22.32 -12.09 -5.89
H 21.26 -11.58 -2.97
H 20.27 -10.82 -4.17
H 21.24 -13.71 -3.94
H 19.64 -13.25 -4.60
H 21.89 -14.21 -5.82
H 20.77 -13.16 -6.73
O 16.51 -8.52 -1.70
C 15.48 -8.82 -2.29
C 14.08 -8.60 -1.81
C 13.43 -8.43 -3.15
C 14.22 -9.10 -4.16
O 15.53 -9.19 -3.56
H 13.71 -9.39 -1.15
H 13.95 -7.60 -1.41
H 12.44 -8.89 -3.08
H 13.31 -7.36 -3.32
H 13.84 -10.10 -4.33
H 14.18 -8.51 -5.08
Cl 19.00 -2.55 -2.22
C 18.49 -4.19 -1.98
Cl 16.74 -4.15 -1.79
H 18.80 -4.75 -2.87
H 18.93 -4.65 -1.10
Cl 17.31 -11.59 6.84
C 18.02 -11.26 5.20
Cl 16.77 -10.93 3.97
H 18.77 -10.47 5.18
H 18.50 -12.19 4.89
Cl 21.14 -9.12 2.12
C 20.96 -7.85 0.82
Cl 22.09 -6.55 0.84
H 21.17 -8.38 -0.10
H 19.92 -7.55 0.96


(3)
A molecular structure, C34H33N7O2PtS4. Source: OMol25; level of theory: ωB97M-V/def2-TZVPD.

Gap between HOMO and LUMO   6.95 eV
E_LUMO   -0.7 eV
DFT total energy   -96906.3169 eV
Highest occupied orbital energy   -7.7 eV
Charge   0
Energy above the lowest of the compared OMol25 structures with the same formula, charge and spin   0.0 kJ/mol

Positions of all 81 atoms, in Å:
Pt -0.02 1.26 0.42
O 2.62 3.90 -2.25
S 2.37 2.83 -1.32
O 2.54 1.47 -1.77
N 0.89 2.93 -0.67
C 0.11 4.07 -0.64
C 0.44 5.35 -1.07
C -0.48 6.41 -0.97
C -1.75 6.24 -0.49
C -2.14 4.95 -0.07
C -3.45 4.65 0.36
C -3.79 3.37 0.70
C -2.79 2.38 0.68
N -1.55 2.64 0.32
C -1.20 3.89 -0.10
C 3.45 3.04 0.07
C 4.37 2.04 0.38
C 5.19 2.20 1.48
C 5.10 3.34 2.27
C 4.18 4.33 1.95
C 3.35 4.19 0.85
H 1.40 5.53 -1.51
H -0.17 7.39 -1.32
H -2.46 7.05 -0.45
H -4.18 5.44 0.39
H -4.79 3.11 1.02
H -3.00 1.37 0.99
H 4.42 1.16 -0.25
H 5.91 1.42 1.73
H 5.74 3.45 3.13
H 4.10 5.22 2.57
H 2.63 4.95 0.60
S 2.62 -0.60 3.57
C 1.58 0.05 2.54
S 0.13 0.95 2.73
S 1.78 -0.05 0.73
C -2.92 -1.12 -1.60
N -4.20 -1.78 -1.85
C -3.95 -3.20 -2.07
N -3.27 -3.83 -0.93
C -2.01 -3.12 -0.70
N -2.21 -1.69 -0.45
C -3.08 -1.59 0.73
N -4.38 -2.24 0.54
C -5.02 -1.65 -0.64
C -4.11 -3.66 0.25
H -3.07 -0.05 -1.44
H -2.29 -1.25 -2.49
H -3.32 -3.31 -2.96
H -4.90 -3.71 -2.24
H -1.37 -3.24 -1.58
H -1.50 -3.57 0.16
H -3.25 -0.54 0.98
H -2.58 -2.06 1.57
H -5.20 -0.59 -0.44
H -5.98 -2.14 -0.80
H -5.07 -4.17 0.09
H -3.62 -4.11 1.11
C 4.29 -2.35 -2.87
C 3.00 -1.88 -3.12
C 2.13 -1.68 -2.06
C 2.54 -1.94 -0.77
C 3.83 -2.39 -0.51
C 4.70 -2.60 -1.57
N 1.64 -1.66 0.32
C 1.02 -2.73 1.03
C 1.37 -4.04 0.72
C 0.76 -5.10 1.37
C -0.19 -4.88 2.35
C -0.54 -3.58 2.66
C 0.04 -2.51 2.00
H 4.97 -2.50 -3.70
H 2.69 -1.67 -4.13
H 1.12 -1.31 -2.23
H 4.14 -2.55 0.51
H 5.71 -2.95 -1.38
H 2.10 -4.25 -0.05
H 1.05 -6.11 1.11
H -0.66 -5.71 2.87
H -1.29 -3.38 3.41
H -0.29 -1.51 2.22


(4)
A molecular structure, C20H43MoNO6PS3Si4. Source: OMol25; level of theory: ωB97M-V/def2-TZVPD.

Gap between HOMO and LUMO (alpha / beta)   6.64 / 6.53 eV
E_LUMO (alpha / beta)   -1.0 / -0.8 eV
Spin multiplicity   2
DFT total energy   -110378.7035 eV
⟨S²⟩   0.757
Highest occupied orbital energy (alpha / beta)   -7.7 / -7.3 eV
Charge   0
Energy above the lowest of the compared OMol25 structures with the same formula, charge and spin   93.1 kJ/mol

Positions of all 79 atoms, in Å:
Mo -0.84 0.53 -0.70
C -6.46 1.12 1.65
C -5.46 1.73 0.70
O -4.41 0.81 0.41
P -3.04 0.76 1.21
S -2.14 -0.99 0.80
S -1.83 2.33 0.78
O -3.57 0.89 2.71
C -2.76 1.27 3.83
C -3.47 2.37 4.59
H -7.31 1.78 1.78
H -6.00 0.94 2.62
H -6.81 0.17 1.25
H -5.05 2.66 1.10
H -5.93 1.94 -0.27
H -1.79 1.62 3.46
H -2.61 0.38 4.44
H -3.62 3.23 3.95
H -2.89 2.67 5.46
H -4.44 2.01 4.94
C 2.03 3.51 -0.02
Si 2.86 1.80 -0.32
C 3.44 1.66 -2.15
C 4.49 1.85 0.70
Si 1.33 0.07 0.34
Si 2.23 -2.04 -0.30
C 2.62 -2.26 -2.16
C 1.04 -3.44 0.23
C 3.91 -2.36 0.59
Si 1.30 0.18 2.74
C 0.95 1.97 3.35
C 2.97 -0.25 3.58
C 0.04 -1.00 3.57
H 2.30 4.26 -0.76
H 2.33 3.90 0.95
H 0.94 3.44 0.01
H 3.60 2.63 -2.62
H 2.73 1.11 -2.76
H 4.38 1.13 -2.20
H 5.17 2.61 0.33
H 5.00 0.90 0.66
H 4.29 2.08 1.74
H 1.81 -1.88 -2.77
H 2.75 -3.31 -2.43
H 3.52 -1.73 -2.45
H 0.06 -3.29 -0.22
H 0.91 -3.45 1.31
H 1.39 -4.42 -0.07
H 4.64 -1.60 0.34
H 4.33 -3.32 0.31
H 3.78 -2.35 1.66
H 1.87 2.55 3.36
H 0.55 1.99 4.36
H 0.25 2.50 2.70
H 3.78 0.33 3.15
H 3.22 -1.30 3.47
H 2.94 -0.03 4.64
H -0.92 -0.99 3.05
H -0.15 -0.77 4.61
H 0.40 -2.02 3.52
O 0.87 0.40 -3.77
C 0.05 -0.51 -3.51
N -0.53 -0.66 -2.31
S -1.83 -1.67 -2.39
O -3.00 -0.85 -2.29
O -1.70 -2.75 -1.45
C -1.49 -2.25 -4.04
C -2.05 -3.25 -4.79
C -1.51 -3.50 -6.05
C -0.42 -2.77 -6.51
C 0.16 -1.77 -5.74
C -0.40 -1.51 -4.49
H -2.86 -3.84 -4.39
H -1.93 -4.28 -6.66
H 0.00 -3.00 -7.48
H 1.02 -1.22 -6.07
O -0.04 2.17 -2.15
H 0.40 1.61 -2.86
H 0.64 2.76 -1.81


(5)
C18H19N3O5 in the gas phase. Source: OMol25; level of theory: ωB97M-V/def2-TZVPD.

Gap between HOMO and LUMO   8.32 eV
E_LUMO   -0.3 eV
DFT total energy   -33679.3518 eV
Highest occupied orbital energy   -8.6 eV
Charge   0
Energy above the lowest of the compared OMol25 structures with the same formula, charge and spin   438.7 kJ/mol

Positions of all 45 atoms, in Å:
C 1.94 -2.03 -4.16
C 2.70 -2.08 -2.84
N 1.88 -1.69 -1.69
C 1.37 -2.75 -0.84
C 0.40 -3.67 -1.57
C 1.61 -0.38 -1.55
O 1.92 0.46 -2.37
C 0.88 0.07 -0.30
C 1.43 -0.06 0.91
C 0.95 0.49 2.17
C 1.17 -0.20 3.36
C 0.69 0.28 4.57
C -0.01 1.47 4.62
C -0.21 2.17 3.44
N -0.95 3.41 3.47
O -1.28 3.85 4.55
O -1.19 3.94 2.40
C 0.27 1.71 2.23
N -0.31 0.72 -0.61
C -1.47 0.65 0.11
O -1.60 0.01 1.14
C -2.56 1.45 -0.46
C -3.82 1.70 0.02
C -4.44 2.56 -0.90
C -3.51 2.78 -1.88
O -2.38 2.12 -1.63
H 2.60 -2.33 -4.97
H 1.08 -2.70 -4.15
H 1.59 -1.02 -4.35
H 3.53 -1.37 -2.90
H 3.09 -3.07 -2.65
H 0.85 -2.29 0.00
H 2.22 -3.33 -0.46
H -0.42 -3.10 -1.99
H -0.01 -4.38 -0.86
H 0.89 -4.23 -2.36
H 2.34 -0.66 0.99
H 1.71 -1.14 3.33
H 0.87 -0.28 5.48
H -0.41 1.86 5.55
H 0.13 2.31 1.35
H -0.34 1.14 -1.53
H -4.22 1.30 0.93
H -5.42 2.97 -0.85
H -3.55 3.37 -2.78


(6)
2 unconnected molecules or ions with the total composition C4H5NO2. Source: OMol25; level of theory: ωB97M-V/def2-TZVPD.

Gap between HOMO and LUMO   9.41 eV
E_LUMO   -0.8 eV
DFT total energy   -9812.5799 eV
Highest occupied orbital energy   -10.2 eV
Charge   0
Energy above the lowest of the compared OMol25 structures with the same formula, charge and spin   167.4 kJ/mol

Positions of all 12 atoms, in Å:
C 0.67 -0.44 -0.95
C 0.60 0.16 0.42
O 0.04 1.20 0.71
C 1.28 -0.60 1.58
O 1.93 -1.60 1.44
H 1.50 -1.15 -1.02
H 0.76 0.34 -1.70
H -0.26 -0.98 -1.15
H 1.10 -0.12 2.57
C -2.53 1.08 -0.60
N -2.83 0.39 -1.47
H -2.22 1.71 0.21


(7)
A gas-phase ion, C5H11N2 (charge +2). Source: OMol25; level of theory: ωB97M-V/def2-TZVPD.

Gap between HOMO and LUMO (alpha / beta)   9.76 / 7.36 eV
E_LUMO (alpha / beta)   -10.1 / -12.6 eV
Spin multiplicity   2
DFT total energy   -8321.5031 eV
⟨S²⟩   0.763
Highest occupied orbital energy (alpha / beta)   -19.8 / -19.9 eV
Charge   +2
Energy above the lowest of the compared OMol25 structures with the same formula, charge and spin   177.8 kJ/mol

Positions of all 18 atoms, in Å:
C 0.58 1.36 0.92
C 0.95 -0.13 1.02
C -0.10 -0.93 0.21
C -1.01 -1.73 0.84
C -1.23 -1.04 -1.76
N -0.04 -1.00 -1.19
N 0.72 1.84 -0.69
H 1.34 2.08 1.28
H -0.40 1.66 1.30
H 1.93 -0.54 0.76
H 0.75 -0.28 2.07
H -1.11 -1.76 1.95
H -1.51 -2.60 0.40
H -1.35 -0.84 -2.81
H -2.05 -1.68 -1.41
H 1.74 1.70 -0.77
H 0.45 2.80 -0.81
H 0.35 1.09 -1.30


(8)
A molecular structure, C17H53AsF6N13O8. Source: OMol25; level of theory: ωB97M-V/def2-TZVPD.

Gap between HOMO and LUMO   9.57 eV
E_LUMO   2.1 eV
DFT total energy   -131393.3807 eV
Highest occupied orbital energy   -7.5 eV
Charge   -1
Energy above the lowest of the compared OMol25 structures with the same formula, charge and spin   134.6 kJ/mol

Positions of all 98 atoms, in Å:
As 1.33 0.16 -1.30
F 0.47 -1.31 -1.71
F 2.88 -0.64 -1.23
F 2.11 1.71 -0.94
F -0.17 1.08 -1.23
F 1.18 -0.25 0.40
F 1.43 0.61 -3.03
C 1.11 3.68 3.76
C 1.78 3.92 2.42
C 2.83 5.05 2.51
O 2.08 6.27 2.57
C 2.28 7.04 3.76
N 2.29 2.67 1.77
H 0.58 4.58 4.10
H 1.82 3.44 4.55
H 0.29 2.97 3.70
H 0.93 4.15 1.75
H 3.46 5.01 1.63
H 3.40 4.76 3.40
H 1.92 8.00 3.41
H 3.36 7.08 3.95
H 1.86 6.59 4.66
H 2.21 2.91 0.80
H 1.49 2.07 1.96
C -3.42 3.50 -1.12
C -4.70 2.94 -0.55
C -5.36 2.12 -1.70
O -6.41 2.89 -2.32
C -5.97 3.77 -3.32
N -4.35 2.01 0.52
H -2.83 3.97 -0.32
H -3.61 4.23 -1.91
H -2.70 2.76 -1.48
H -5.30 3.77 -0.18
H -6.02 1.43 -1.17
H -4.67 1.67 -2.41
H -5.26 3.38 -4.07
H -5.58 4.71 -2.94
H -6.79 3.97 -4.03
H -5.13 1.67 1.09
H -3.81 2.47 1.25
C 0.76 -7.23 2.07
C -0.11 -6.09 2.61
C 0.01 -4.79 1.81
O 1.31 -4.30 2.05
C 1.48 -3.00 1.53
N -1.50 -6.62 2.51
H 0.58 -8.18 2.59
H 1.81 -6.93 2.12
H 0.49 -7.53 1.05
H 0.20 -5.97 3.65
H -0.79 -4.16 2.22
H -0.17 -5.02 0.76
H 2.33 -2.59 2.08
H 0.63 -2.33 1.72
H 1.60 -2.94 0.45
H -2.00 -6.20 1.73
H -1.48 -7.58 2.18
C 6.12 -1.83 -0.48
O 7.27 -2.25 -0.61
N 5.86 -0.52 -0.21
N 5.00 -2.60 -0.53
H 6.66 0.09 -0.21
H 4.94 -0.14 -0.30
H 4.09 -2.18 -0.44
H 5.13 -3.56 -0.80
C -1.75 0.57 2.88
O -2.66 1.12 3.51
N -1.42 -0.72 3.05
N -0.93 1.25 2.02
H -0.66 -1.14 2.54
H -1.75 -1.16 3.89
H -1.18 2.20 1.83
H -0.37 0.72 1.38
C 2.59 2.41 -5.70
O 3.08 3.14 -6.57
N 1.46 1.70 -5.87
N 3.33 2.03 -4.60
H 1.11 1.14 -5.11
H 0.87 1.98 -6.63
H 4.20 2.48 -4.40
H 2.91 1.52 -3.84
C -3.51 -1.41 -0.96
O -3.61 -2.43 -1.63
N -4.55 -0.92 -0.16
N -2.46 -0.56 -1.06
H -4.52 0.09 -0.07
H -5.41 -1.39 -0.37
H -1.69 -0.90 -1.61
H -2.38 0.28 -0.51
C 1.25 -5.49 -2.17
O 1.75 -6.56 -1.80
N 0.12 -5.47 -2.92
N 1.79 -4.28 -1.88
H -0.35 -4.61 -3.13
H -0.32 -6.37 -3.00
H 2.60 -4.05 -1.35
H 1.23 -3.53 -2.26